{"formula": "C3H5N3OS", "method": "ωB97M-V/def2-TZVPD", "e_tot_ev": -20542.280, "multiplicity": 1, "total_charge": 0, "orbital_gap_ev": 9.15, "e_homo_ev": -8.60, "e_above_lowest_ev": 3.379, "elements": ["C", "C", "C", "N", "N", "N", "O", "S", "H", "H", "H", "H", "H"], "positions_angstrom": [[0.35993, -1.47547, 0.11902], [1.43455, 0.85599, -0.14967], [-1.46731, 0.18178, 0.74508], [1.56098, -1.55576, -0.37712], [2.03924, -0.18977, -0.55768], [-0.20259, -0.29844, 0.33093], [1.26983, 2.00508, -0.10475], [-2.61728, 0.67396, -0.70412], [-0.02524, -2.50341, 0.14015], [-1.41027, 1.22907, 1.21051], [-2.13166, -0.59239, 1.22888], [2.95552, -0.03322, -0.84103], [-1.76570, 1.70260, -1.04021]]}

{"formula": "C46H98F8N10O20S8", "method": "ωB97M-V/def2-TZVPD", "e_tot_ev": -213518.812, "multiplicity": 1, "total_charge": 2, "orbital_gap_ev": 1.95, "e_homo_ev": -9.47, "e_above_lowest_ev": 2.122, "elements": ["C", "C", "O", "N", "H", "H", "C", "H", "H", "H", "H", "H", "H", "C", "C", "C", "C", "C", "C", "N", "O", "C", "C", "C", "H", "H", "H", "H", "H", "H", "H", "H", "H", "H", "H", "H", "H", "H", "H", "H", "H", "H", "C", "C", "C", "C", "C", "C", "N", "O", "C", "C", "C", "H", "H", "H", "H", "H", "H", "H", "H", "H", "H", "H", "H", "H", "H", "H", "H", "H", "H", "C", "C", "C", "C", "C", "C", "N", "O", "C", "C", "C", "H", "H", "H", "H", "H", "H", "H", "H", "H", "H", "H", "H", "H", "H", "H", "H", "H", "H", "C", "C", "C", "N", "C", "C", "C", "C", "C", "H", "H", "H", "H", "H", "H", "H", "H", "H", "H", "H", "H", "H", "H", "H", "H", "H", "H", "C", "C", "C", "N", "C", "C", "C", "C", "C", "H", "H", "H", "H", "H", "H", "H", "H", "H", "H", "H", "H", "H", "H", "H", "H", "H", "H", "N", "S", "O", "O", "F", "S", "O", "O", "F", "N", "S", "O", "O", "F", "S", "O", "O", "F", "N", "S", "O", "O", "F", "S", "O", "O", "F", "N", "S", "O", "O", "F", "S", "O", "O", "F"], "positions_angstrom": [[5.03559, 21.60713, -14.63071], [6.16012, 21.86839, -13.67540], [5.92699, 22.28160, -12.52245], [7.56335, 21.62876, -14.23543], [7.63608, 20.63457, -14.39789], [7.72733, 22.11995, -15.10258], [8.66357, 22.15208, -13.30193], [4.03984, 21.56039, -14.18980], [5.24409, 20.72381, -15.23435], [4.96523, 22.55121, -15.17094], [8.53618, 23.23452, -13.31584], [9.47150, 22.00720, -14.01912], [8.58329, 21.62531, -12.35105], [-9.46894, 27.86491, -19.57321], [-8.19965, 27.26880, -18.97941], [-6.97723, 27.94226, -19.75715], [-6.62874, 29.44258, -19.45782], [-6.53816, 29.57433, -17.97913], [-7.70033, 29.03843, -17.08057], [-8.06604, 27.64432, -17.49102], [-8.90242, 26.87089, -16.65561], [-9.00889, 30.06595, -17.18131], [-7.33763, 29.08945, -15.59864], [-8.04106, 25.65888, -19.14962], [-9.93234, 27.22395, -20.32322], [-9.39951, 28.91084, -19.87207], [-10.22139, 28.03118, -18.80232], [-7.01520, 27.85106, -20.84266], [-6.12990, 27.38802, -19.35348], [-7.45234, 30.07641, -19.78652], [-5.74339, 29.87040, -19.92817], [-6.41770, 30.63085, -17.73967], [-5.60516, 29.10382, -17.66893], [-8.83313, 30.96126, -16.58496], [-9.96044, 29.72578, -16.77276], [-9.20395, 30.29473, -18.22903], [-6.94862, 30.09127, -15.41662], [-6.47343, 28.47574, -15.34444], [-8.16505, 28.88455, -14.91930], [-7.71912, 25.35144, -20.14457], [-9.02143, 25.19048, -19.06248], [-7.33901, 25.26978, -18.41218], [-0.59800, 19.27538, -20.71436], [-2.10935, 19.32444, -20.54266], [-2.70670, 20.79509, -20.21444], [-2.68106, 21.76136, -21.46245], [-3.46935, 21.12297, -22.66393], [-2.98327, 19.69201, -23.05693], [-2.84226, 18.80050, -21.83453], [-3.69190, 17.66397, -21.66209], [-1.71773, 19.81628, -23.88493], [-4.10624, 19.05447, -23.89116], [-2.52243, 18.46141, -19.37972], [-0.28785, 18.23592, -20.82123], [-0.19886, 19.75423, -19.82022], [-0.11132, 19.73546, -21.57434], [-2.12773, 21.15969, -19.36594], [-3.74643, 20.77813, -19.88768], [-1.65182, 22.08171, -21.62407], [-3.12121, 22.70872, -21.15121], [-3.36485, 21.75501, -23.54580], [-4.49709, 21.25342, -22.32507], [-1.95884, 20.16081, -24.89055], [-1.31098, 18.82382, -24.07901], [-0.87956, 20.41980, -23.53661], [-5.07737, 19.00549, -23.39862], [-3.91155, 18.02521, -24.19253], [-4.21169, 19.67671, -24.77986], [-1.90552, 18.73555, -18.52393], [-2.35811, 17.39413, -19.52810], [-3.55664, 18.44034, -19.03610], [-3.92376, 9.98880, -11.90430], [-4.88926, 9.67054, -12.99840], [-6.31663, 9.80261, -12.42608], [-6.87096, 11.22932, -12.48655], [-6.81259, 11.68798, -13.97699], [-5.45144, 11.78048, -14.62999], [-4.52414, 10.71728, -14.08018], [-3.44619, 10.43010, -14.96563], [-4.88840, 13.14135, -14.13762], [-5.55720, 11.77872, -16.16941], [-4.68872, 8.25123, -13.49287], [-4.01089, 9.33184, -11.03889], [-3.91933, 11.00980, -11.52268], [-2.92091, 9.99565, -12.33130], [-6.48923, 9.34544, -11.45176], [-6.97684, 9.18634, -13.03635], [-6.37549, 11.88440, -11.76997], [-7.94625, 11.30954, -12.32708], [-7.35827, 12.62097, -14.11791], [-7.48829, 11.01219, -14.50125], [-3.96780, 13.46339, -14.62432], [-4.68656, 13.15969, -13.06663], [-5.54216, 14.01183, -14.19218], [-6.13654, 10.96360, -16.60307], [-4.58075, 11.77295, -16.65379], [-6.01098, 12.71917, -16.48204], [-4.69682, 7.53978, -12.66712], [-3.70858, 8.02410, -13.91222], [-5.44175, 8.01905, -14.24594], [-5.08723, 22.99973, -30.58031], [-6.35038, 23.73807, -30.84904], [-7.05789, 23.36268, -32.18092], [-8.29707, 24.27650, -32.66259], [-7.81984, 25.73175, -32.69600], [-9.48775, 24.16143, -31.65628], [-10.71621, 24.59013, -32.52425], [-10.45783, 24.05118, -34.00447], [-8.88572, 23.83751, -34.05754], [-4.46007, 23.48094, -29.82984], [-4.41222, 22.93312, -31.43355], [-5.27394, 21.95818, -30.31875], [-6.26887, 24.81986, -30.95478], [-7.04138, 23.57109, -30.02276], [-7.46776, 22.35346, -32.14124], [-6.30364, 23.38657, -32.96746], [-7.63947, 25.94081, -31.64155], [-8.66553, 26.33238, -33.03089], [-6.84903, 25.73948, -33.19154], [-9.35853, 24.78119, -30.76898], [-9.59635, 23.12657, -31.33168], [-10.82491, 25.67469, -32.52115], [-11.60983, 24.05729, -32.19924], [-10.77013, 24.77741, -34.75491], [-10.96478, 23.11467, -34.23696], [-8.51034, 24.37313, -34.92949], [-8.56058, 22.80432, -34.17960], [10.35561, 17.38028, -24.25287], [8.77670, 17.46715, -24.12332], [7.98552, 16.46276, -24.98744], [6.46213, 16.64328, -24.83828], [5.97907, 16.44144, -23.35607], [6.00082, 18.01123, -25.42249], [4.76032, 17.69246, -26.29397], [5.26708, 16.41729, -26.95775], [5.62774, 15.69165, -25.64922], [10.81451, 18.18413, -23.67727], [10.60049, 17.30235, -25.31214], [10.72371, 16.45554, -23.80849], [8.49832, 18.50506, -24.30595], [8.55490, 17.23055, -23.08269], [8.36984, 15.54477, -24.54282], [8.18127, 16.49358, -26.05928], [6.20742, 17.30422, -22.73033], [6.55969, 15.56320, -23.07381], [4.91577, 16.20169, -23.35883], [5.78653, 18.68573, -24.59349], [6.79964, 18.43850, -26.02865], [3.86173, 17.39429, -25.75384], [4.60738, 18.48544, -27.02601], [4.52752, 15.77059, -27.42991], [6.08472, 16.48470, -27.67539], [4.79596, 15.18691, -25.15781], [6.34232, 14.91873, -25.93218], [-10.10300, 18.43296, -31.82135], [-9.18120, 17.31051, -30.95376], [-7.79737, 17.06521, -31.29611], [-9.86411, 16.21131, -30.25875], [-8.87864, 18.23394, -29.70618], [-10.77354, 17.44276, -32.76050], [-11.85448, 16.60460, -32.23064], [-9.98234, 16.92828, -33.84692], [-11.61954, 18.49557, -33.58753], [-10.82536, 17.32382, -19.32688], [-9.44887, 17.90915, -18.55706], [-8.31522, 18.42079, -19.37304], [-9.08361, 17.10945, -17.42603], [-10.14569, 19.17820, -17.92301], [-10.07484, 16.49827, -20.31684], [-9.47828, 15.23081, -19.86122], [-9.47406, 17.26901, -21.42868], [-11.46492, 15.99288, -21.00265], [-4.20075, 24.45084, -15.06715], [-2.82542, 24.89740, -14.19166], [-1.68582, 23.97424, -14.20362], [-2.99774, 25.69525, -13.06254], [-2.32275, 26.02139, -15.25565], [-4.40911, 23.19962, -14.21777], [-4.93111, 23.41153, -12.88664], [-3.54310, 22.03088, -14.49538], [-5.74425, 22.63452, -14.90951], [-0.46077, 14.34541, -23.99138], [-1.13949, 13.65926, -25.48120], [-2.55005, 13.43123, -25.45493], [-0.30854, 12.79674, -26.33375], [-1.03628, 14.92382, -26.47227], [-0.47944, 13.11464, -23.24641], [0.49122, 12.11443, -23.65085], [-1.71744, 12.62646, -22.61226], [0.25354, 13.66608, -21.90236]]}

{"formula": "C3H2N4O", "method": "ωB97M-V/def2-TZVPD", "e_tot_ev": -11147.876, "multiplicity": 1, "total_charge": 0, "orbital_gap_ev": 9.63, "e_homo_ev": -9.01, "e_above_lowest_ev": 1.396, "elements": ["C", "C", "C", "N", "N", "N", "N", "O", "H", "H"], "positions_angstrom": [[-0.12623, 0.42367, -0.01972], [1.20916, 0.29335, -0.05162], [2.22362, 1.27364, -0.02173], [3.31146, 1.64433, 0.03211], [1.82613, -0.98630, -0.05661], [3.02341, -1.00985, -0.00728], [4.13926, -0.95182, 0.03855], [-0.99107, -0.59171, 0.04214], [-0.59464, 1.39649, -0.03172], [-0.50555, -1.43246, 0.03639]]}

{"formula": "C19H18N2O4S", "method": "ωB97M-V/def2-TZVPD", "e_tot_ev": -42001.992, "smiles": "CCOc1ccc(NC(=O)C[C@@H]2SC(=O)N(c3ccccc3)C2=O)cc1", "multiplicity": 1, "total_charge": 0, "orbital_gap_ev": 8.63, "e_homo_ev": -8.13, "e_above_lowest_ev": 1.162, "elements": ["C", "C", "O", "C", "C", "C", "C", "N", "C", "O", "C", "C", "S", "C", "O", "N", "C", "C", "C", "C", "C", "C", "C", "O", "C", "C", "H", "H", "H", "H", "H", "H", "H", "H", "H", "H", "H", "H", "H", "H", "H", "H", "H", "H"], "positions_angstrom": [[9.38374, 0.13512, -1.00948], [8.01736, 0.48860, -0.44338], [7.14078, -0.58117, -0.74014], [5.84340, -0.49882, -0.34677], [5.03634, -1.58874, -0.68174], [3.70502, -1.60616, -0.33410], [3.13990, -0.53637, 0.35901], [1.77305, -0.60877, 0.67326], [1.01108, 0.27440, 1.36757], [1.40490, 1.29432, 1.88118], [-0.45850, -0.15181, 1.42064], [-1.14282, 0.07604, 0.06930], [-1.48957, 1.82994, -0.26032], [-3.23743, 1.55913, -0.36948], [-4.04162, 2.41868, -0.56575], [-3.51686, 0.21092, -0.19253], [-4.86958, -0.24998, -0.25059], [-5.36831, -1.03202, 0.78011], [-6.67398, -1.48483, 0.71446], [-7.47554, -1.14952, -0.36357], [-6.97013, -0.36296, -1.38495], [-5.66270, 0.08676, -1.33709], [-2.47790, -0.65202, 0.03349], [-2.58133, -1.84057, 0.19224], [3.93848, 0.54752, 0.69564], [5.27783, 0.56611, 0.34630], [10.08775, 0.93622, -0.80350], [9.74594, -0.78438, -0.55806], [9.31305, -0.01148, -2.08374], [8.08222, 0.63202, 0.64418], [7.64667, 1.41721, -0.89920], [5.48073, -2.41184, -1.21800], [3.09398, -2.45711, -0.60191], [1.32122, -1.45120, 0.34334], [-0.95577, 0.44248, 2.18902], [-0.54264, -1.21094, 1.67747], [-0.51472, -0.30302, -0.74290], [-4.73967, -1.28818, 1.61826], [-7.06552, -2.09712, 1.51240], [-8.49522, -1.50108, -0.40757], [-7.59267, -0.09968, -2.22633], [-5.26347, 0.69987, -2.12952], [3.51256, 1.37800, 1.23253], [5.86857, 1.42416, 0.62401]]}